{"formula": "C2H4NO3P", "method": "ωB97M-V with the def2-TZVPD basis set", "homo_ev": [2.189, 2.188], "lumo_ev": [7.1, 7.1], "total_charge": -2, "homo_lumo_gap_ev": [4.96, 4.96], "species": ["C", "C", "N", "O", "O", "O", "P", "H", "H", "H", "H"], "xyz": [[-1.54131, -0.29468, -0.47314], [-0.37668, 0.07579, 0.22972], [-0.98787, -1.27998, 0.39209], [-1.45377, -1.63422, 1.62530], [2.27619, 2.23994, -0.84948], [2.76719, -0.05027, 0.19289], [1.92163, 0.82640, -1.07762], [-2.42995, 0.17734, -0.10995], [-1.58391, -0.53780, -1.52426], [-0.47044, 0.83839, 0.98882], [1.87892, -0.36092, 0.60562]], "forces_ev_per_angstrom": [[-2.6, 0.0, -0.7], [3.8, 0.3, -0.6], [2.8, -0.1, 0.0], [-1.2, 0.3, 0.3], [0.2, 1.9, 0.1], [-2.6, -0.2, 0.0], [-1.0, -2.6, 1.2], [-1.1, 0.4, 0.1], [0.0, -0.2, -0.6], [-0.3, 0.0, 0.7], [1.9, 0.3, -0.6]]}


{"formula": "C30H52BBrFN3O8", "method": "ωB97M-V with the def2-TZVPD basis set", "homo_ev": [-8.874, -9.524], "lumo_ev": [0.3, -0.1], "total_charge": 0, "multiplicity": 3, "homo_lumo_gap_ev": [9.21, 9.47], "s2": 2.01, "species": ["C", "C", "C", "C", "C", "N", "C", "Br", "B", "O", "O", "O", "C", "O", "C", "F", "O", "C", "C", "O", "C", "C", "H", "H", "H", "H", "H", "H", "H", "H", "H", "H", "H", "H", "H", "H", "H", "H", "C", "C", "C", "C", "C", "C", "N", "O", "C", "C", "C", "H", "H", "H", "H", "H", "H", "H", "H", "H", "H", "H", "H", "H", "H", "H", "H", "H", "H", "C", "C", "C", "C", "C", "C", "N", "O", "C", "C", "C", "H", "H", "H", "H", "H", "H", "H", "H", "H", "H", "H", "H", "H", "H", "H", "H", "H", "H"], "xyz": [[3.24221, -1.38148, 2.63379], [2.95169, -1.63263, 1.48214], [2.72429, -1.95658, -0.03914], [3.32055, -3.45259, -0.09574], [3.62324, -3.95305, -1.55816], [2.65472, -4.41302, -2.27940], [3.45151, -0.87049, -0.91768], [5.43487, -1.08128, -1.15825], [3.34276, 0.70953, -0.52884], [2.52427, 1.26133, 0.45446], [4.16236, 1.61635, -1.27991], [2.84961, -0.88181, -2.26380], [1.56802, -1.45056, -2.08345], [0.77265, -1.68598, -2.95105], [1.20788, -1.85291, -0.57962], [0.63450, -3.14081, -0.44288], [0.57632, -0.93271, 0.25837], [-0.64012, -0.38929, -0.31289], [-1.88882, -0.65257, 0.66520], [-2.66585, -1.72332, 0.05536], [-4.05403, -1.37097, -0.03854], [-4.78512, -2.30531, -1.09893], [3.53229, -1.51838, 3.70547], [4.32408, -3.40438, 0.43804], [2.69686, -4.17644, 0.49782], [4.68819, -3.92537, -1.95480], [3.09578, -4.67030, -3.17478], [2.66148, 2.22351, 0.54460], [4.02973, 1.47529, -2.23715], [-0.93701, -0.82814, -1.30367], [-0.49374, 0.73931, -0.35104], [-2.48896, 0.29184, 0.78696], [-1.50264, -1.07754, 1.63850], [-4.24839, -0.30487, -0.35639], [-4.55985, -1.53757, 0.95760], [-5.73961, -1.82664, -1.48609], [-4.13600, -2.51407, -1.99724], [-5.02754, -3.30020, -0.61354], [6.36517, 2.55076, 7.14581], [6.84934, 1.09519, 6.88504], [8.39406, 1.00234, 6.86500], [9.06332, 1.40088, 5.55540], [8.38936, 0.71434, 4.37311], [6.87617, 0.97763, 4.34265], [6.20955, 0.59989, 5.62829], [6.16896, -0.73521, 5.68637], [6.65396, 2.47190, 4.01076], [6.25423, 0.24326, 3.13938], [6.39576, 0.33090, 8.15180], [5.84116, 2.99555, 6.30315], [5.63634, 2.59430, 7.95914], [7.19304, 3.21304, 7.41004], [8.69299, -0.03117, 7.07660], [8.81425, 1.60336, 7.67724], [9.05009, 2.48874, 5.43671], [10.11841, 1.11445, 5.58519], [8.85270, 1.06074, 3.44394], [8.58876, -0.36209, 4.42400], [5.58883, 2.71849, 3.99508], [7.05557, 2.70762, 3.02145], [7.15290, 3.15323, 4.69932], [6.44237, -0.83287, 3.15675], [6.67233, 0.61302, 2.19906], [5.17338, 0.40236, 3.10094], [5.30584, 0.27856, 8.21750], [6.76003, 0.83777, 9.04915], [6.78817, -0.68776, 8.18906], [-6.49901, 2.25555, -5.20061], [-6.78117, 0.77638, -4.80845], [-6.91518, -0.12912, -6.05595], [-8.27462, -0.10991, -6.74335], [-9.39676, -0.29002, -5.72729], [-9.31690, 0.74457, -4.59422], [-7.98164, 0.74197, -3.91881], [-7.90758, -0.36467, -3.17206], [-9.64561, 2.13490, -5.18700], [-10.46420, 0.49680, -3.59465], [-5.47779, 0.33431, -4.10298], [-7.30449, 2.93860, -4.94149], [-5.63404, 2.65700, -4.66646], [-6.30358, 2.36201, -6.27032], [-6.71654, -1.16796, -5.76678], [-6.14230, 0.12664, -6.78717], [-8.40263, 0.81862, -7.30830], [-8.32082, -0.91809, -7.47870], [-10.36120, -0.21660, -6.23972], [-9.35050, -1.30651, -5.32036], [-9.58413, 2.91436, -4.42278], [-10.66431, 2.15022, -5.58395], [-9.00278, 2.42010, -6.01918], [-10.44959, -0.51246, -3.17696], [-11.43500, 0.61524, -4.08324], [-10.42384, 1.21184, -2.76804], [-5.33039, 0.87220, -3.16241], [-4.61290, 0.53673, -4.74005], [-5.45996, -0.73656, -3.88838]], "forces_ev_per_angstrom": [[0.1, -1.3, 0.3], [-0.4, 0.4, -1.3], [0.8, -0.4, 2.3], [1.5, 0.3, -0.7], [-1.1, -0.4, 0.2], [2.0, 0.6, 0.4], [0.1, 0.7, 0.1], [-0.9, -0.5, 0.2], [0.4, 2.0, 0.4], [1.1, -0.7, -0.9], [-1.8, -0.9, 0.2], [-1.9, -1.5, 1.5], [-2.0, -0.9, -0.6], [1.5, 0.8, 0.3], [3.1, -0.6, 2.3], [0.3, 2.2, -0.9], [-0.3, -0.9, -2.4], [-1.6, 1.2, 1.1], [1.1, -1.1, -0.7], [-0.7, 1.7, 0.2], [-1.4, -0.8, -0.7], [0.1, -0.2, 0.3], [-0.4, 0.6, -1.6], [-1.2, 0.1, -0.6], [0.3, 0.9, -0.9], [-1.2, 0.1, 0.8], [-0.6, -0.1, 0.1], [0.0, -0.6, -0.3], [0.5, -0.1, 0.6], [0.6, 0.4, 0.9], [0.0, -1.4, -0.3], [0.5, -1.0, 0.0], [-0.4, 0.9, -0.8], [0.6, -0.9, 0.4], [0.5, 0.3, -0.8], [1.1, -0.5, 0.7], [-0.5, 0.3, 1.0], [0.2, 1.1, -0.7], [-0.1, 0.4, -0.2], [-0.3, 1.5, 1.5], [0.3, -0.3, -0.4], [0.0, 0.1, 0.0], [0.2, -0.1, 0.4], [-0.1, 1.3, -1.7], [1.8, -3.3, 0.3], [-0.7, 1.6, -0.2], [0.0, 0.3, 0.3], [-0.2, -0.5, 0.4], [-0.2, -0.7, -0.5], [0.2, -0.1, -0.1], [0.2, -0.2, 0.0], [0.0, 0.0, 0.0], [-0.2, 0.0, 0.0], [-0.3, 0.0, 0.0], [0.0, 0.0, -0.1], [0.0, 0.0, 0.0], [-0.3, 0.0, 0.0], [-0.2, 0.0, 0.1], [0.1, -0.1, 0.1], [0.0, -0.3, 0.1], [-0.1, -0.1, 0.0], [-0.1, 0.1, 0.2], [0.1, 0.2, 0.2], [0.1, 0.0, 0.0], [0.1, 0.0, -0.1], [0.0, 0.2, -0.3], [-0.1, 0.1, -0.2], [-0.2, 0.4, -0.1], [1.5, 1.4, -0.7], [-0.4, -0.4, 0.0], [0.0, 0.1, 0.0], [0.4, -0.2, -0.1], [-1.7, 1.2, -0.5], [0.2, -3.8, 0.2], [-0.1, 1.7, -0.3], [0.3, 0.2, -0.2], [0.4, -0.4, 0.4], [-0.5, -0.5, 0.5], [-0.1, -0.2, -0.1], [0.0, -0.2, -0.1], [0.0, 0.0, 0.0], [0.0, 0.1, 0.2], [0.1, 0.1, 0.3], [-0.1, 0.0, 0.1], [0.0, 0.1, 0.0], [0.0, 0.2, 0.2], [0.1, 0.1, 0.2], [0.0, -0.1, 0.0], [0.1, -0.2, 0.1], [0.0, 0.0, 0.1], [0.2, 0.1, 0.0], [0.2, 0.1, -0.2], [0.1, -0.1, -0.1], [-0.1, 0.0, -0.1], [-0.3, 0.2, -0.1], [-0.1, 0.1, 0.1]]}


{"formula": "C16H19BBaN6S", "method": "ωB97M-V with the def2-TZVPD basis set", "homo_ev": -6.500, "lumo_ev": -0.4, "total_charge": 0, "homo_lumo_gap_ev": 6.12, "species": ["H", "N", "B", "N", "C", "Ba", "H", "C", "H", "C", "H", "C", "H", "H", "H", "N", "N", "N", "N", "C", "C", "H", "H", "C", "C", "C", "C", "H", "H", "H", "H", "H", "S", "C", "C", "C", "C", "C", "C", "H", "H", "H", "H", "H"], "xyz": [[-0.87774, -1.35520, -2.45210], [0.10316, 0.44462, -1.86534], [1.14990, 2.78197, -1.85463], [0.42375, 1.60138, -2.56435], [0.06094, 1.47583, -3.85597], [0.73250, -0.25159, 0.68392], [0.25620, 2.28256, -4.54831], [-0.52856, 0.21990, -4.02189], [-0.92004, -0.19154, -4.93188], [-0.49569, -0.38357, -2.74896], [1.30867, 3.69851, -2.60383], [1.60855, -1.32120, 3.22152], [1.25658, -2.02460, 3.98352], [1.02034, -0.39570, 3.34261], [2.67342, -1.10082, 3.37914], [2.52011, 2.23077, -1.35021], [0.34520, 3.22477, -0.59574], [2.54941, 1.16708, -0.45085], [-0.01636, 2.29493, 0.36865], [3.77314, 2.60563, -1.66090], [-0.07203, 4.45246, -0.23075], [3.92118, 3.42903, -2.35037], [0.14909, 5.30198, -0.86490], [4.66535, 1.78269, -0.96942], [-0.74763, 4.33897, 0.98580], [3.86316, 0.89405, -0.22788], [-0.70844, 2.97120, 1.31280], [5.73988, 1.82521, -1.00370], [-1.20090, 5.13499, 1.54581], [4.16435, 0.08670, 0.43634], [-1.14832, 2.45796, 2.16345], [1.46576, -1.83526, 2.22857], [-1.74983, -1.35882, 2.25771], [-2.46049, -2.81942, 1.81167], [-3.86268, -2.99361, 1.99898], [-4.49126, -4.17133, 1.61812], [-3.74671, -5.22148, 1.05505], [-2.35872, -5.08122, 0.89704], [-1.71449, -3.90533, 1.27625], [-4.42694, -2.17413, 2.43966], [-5.56776, -4.27398, 1.75905], [-4.24349, -6.14238, 0.74960], [-1.77810, -5.90210, 0.47205], [-0.63444, -3.79989, 1.16468]], "forces_ev_per_angstrom": [[0.1, 0.2, 0.0], [-0.4, 0.3, -1.3], [-0.1, -0.6, 0.6], [-0.4, -1.2, 0.6], [-0.2, -0.8, 0.6], [-1.6, 0.3, -1.0], [-0.1, -0.1, 0.0], [0.2, 0.4, 0.2], [-0.1, 0.0, -0.1], [0.7, 1.4, -0.2], [0.0, 0.1, 0.0], [0.3, -0.7, 0.1], [0.1, 0.2, -0.2], [0.1, -0.5, -0.1], [-0.2, -0.1, -0.1], [0.5, -1.2, 1.1], [-0.3, -0.8, 1.0], [1.9, 1.2, -1.1], [-0.5, 1.4, -0.1], [-0.3, -0.6, 0.5], [-0.2, -0.7, 0.5], [0.1, -0.2, 0.2], [-0.1, -0.1, 0.2], [-0.2, 0.0, 0.0], [0.2, -0.1, -0.4], [-0.9, 1.2, -0.9], [0.8, 0.3, -1.2], [0.0, 0.0, 0.0], [-0.1, 0.1, 0.0], [-0.1, 0.2, -0.1], [0.1, 0.1, -0.2], [0.3, 0.2, 1.7], [1.2, 1.9, 0.4], [-1.0, -2.0, -0.5], [0.7, -0.3, -0.3], [0.4, -0.2, -0.1], [0.2, 0.2, 0.1], [-0.4, 0.0, 0.1], [-0.8, 0.3, 0.1], [0.1, -0.2, -0.1], [0.3, 0.0, 0.0], [0.1, 0.2, 0.1], [-0.2, 0.2, 0.1], [-0.2, 0.0, 0.0]]}